# 1
A structure of composition C30H43N5PdSbSeSi3 in a non-equilibrium geometry, computed with ωB97M-V/def2-TZVPD.

```
84
Properties=species:S:1:pos:R:3:forces:R:3:mulliken_charge:R:1
Pd -0.89980 -0.65463 -1.49441 -0.43 -0.25 0.17 0.73
C 3.48240 1.02997 -0.51661 -0.34 0.15 0.18 -1.37
Sb 1.28740 1.00387 -0.54331 1.01 0.52 0.52 0.64
C 1.21040 -0.86293 -1.57791 -0.90 0.76 -0.73 -0.44
C 1.67250 -2.14183 -1.10671 0.28 -0.88 0.14 0.31
C 0.82550 -3.26773 -1.12891 -0.10 0.22 0.04 -0.80
C 1.30640 -4.48803 -0.72001 0.27 -0.12 0.08 -0.85
C 2.64660 -4.58923 -0.35781 -0.11 -0.06 0.05 -0.53
C 3.41410 -3.44063 -0.39351 0.22 -0.34 -0.02 -0.40
N 2.95380 -2.25003 -0.73461 -0.03 0.26 -0.31 -0.20
Si 1.06010 -0.66233 -3.44881 0.43 0.14 -1.19 0.88
C 0.60120 -2.28713 -4.36891 -0.05 0.50 0.70 -0.96
C 2.79000 -0.22773 -4.17091 -0.57 -0.13 0.37 -1.39
C -0.12480 0.75767 -3.98401 0.16 -0.61 0.48 -1.02
C 0.88380 0.90057 1.73679 0.69 0.46 -0.13 2.81
C -0.30210 0.02627 1.89249 -0.30 -0.21 0.15 -2.13
C -1.21220 0.17047 2.94859 -0.07 -0.05 -0.09 -0.67
C -2.25360 -0.72223 3.08979 0.00 -0.11 -0.16 -1.09
C -2.38430 -1.75833 2.17179 0.13 0.05 0.02 -0.88
C -1.45320 -1.83493 1.15089 0.01 -0.45 0.25 -0.64
N -0.43940 -0.97633 1.01749 -0.21 -0.24 0.10 1.16
Si 0.52260 2.74647 2.17969 -0.23 0.68 0.08 0.48
C -1.21040 3.22647 1.55399 0.67 -0.26 0.11 -0.67
C 0.60300 3.23197 4.04129 -0.05 -0.43 -0.61 -1.24
C 1.80070 3.92737 1.39409 -0.34 -0.66 0.08 -1.23
Si 2.24540 0.13837 2.85489 0.24 -0.37 0.37 0.29
C 1.59610 -0.16983 4.63759 0.04 0.22 -0.69 -1.32
C 3.77690 1.26587 3.03669 -0.61 -0.31 -0.19 -1.13
C 2.76410 -1.58813 2.26019 -0.14 0.75 0.10 -1.02
H 3.82410 0.87867 -1.53501 -0.08 -0.07 -0.17 0.43
H 3.87630 0.23787 0.10499 0.05 -0.18 0.07 0.28
H 3.83270 1.99297 -0.16561 0.06 0.25 0.10 0.41
H -0.20250 -3.15823 -1.46911 0.14 -0.04 0.06 0.51
H 0.66310 -5.35783 -0.69161 -0.05 -0.02 -0.06 0.47
H 3.07660 -5.53283 -0.05841 0.06 -0.06 0.04 0.42
H 4.47040 -3.46893 -0.14171 0.00 -0.10 0.10 0.42
H 1.29400 -3.08713 -4.12111 0.18 -0.11 0.05 0.29
H 0.63660 -2.13053 -5.44371 0.06 0.16 -0.17 0.40
H -0.40380 -2.62423 -4.11931 -0.01 -0.02 -0.03 0.12
H 3.56120 -0.83963 -3.71361 0.16 -0.16 0.14 0.39
H 3.04840 0.81367 -4.00861 0.04 0.25 0.08 0.30
H 2.80750 -0.41493 -5.23971 -0.06 -0.02 -0.27 0.39
H -1.17310 0.45117 -3.86351 0.22 0.14 -0.07 0.13
H 0.02860 1.01447 -5.02711 0.16 -0.02 -0.28 0.51
H 0.04310 1.65707 -3.38741 -0.05 0.00 -0.03 0.29
H -1.09190 0.97987 3.64939 0.04 0.08 0.13 0.34
H -2.95670 -0.62323 3.90599 -0.02 0.04 0.04 0.46
H -3.17850 -2.48613 2.24549 -0.05 -0.02 -0.04 0.53
H -1.49600 -2.64963 0.42059 -0.06 0.31 0.19 0.33
H -2.00240 2.73797 2.11449 -0.10 -0.10 0.08 0.34
H -1.31730 2.92557 0.51509 -0.04 -0.05 -0.11 -0.31
H -1.37330 4.29977 1.60599 0.09 0.19 0.07 0.52
H -0.19460 2.80127 4.63639 -0.18 -0.17 0.13 0.39
H 0.50820 4.31037 4.12569 -0.03 0.25 -0.15 0.40
H 1.54610 2.95507 4.49689 0.25 -0.08 0.12 0.30
H 1.83750 3.80707 0.31659 0.02 0.06 -0.25 0.28
H 2.79840 3.76347 1.78399 0.26 -0.10 0.13 0.37
H 1.53530 4.95867 1.60229 -0.19 0.17 0.08 0.47
H 1.19820 0.72327 5.10299 -0.11 0.25 0.12 0.30
H 2.40080 -0.53643 5.26909 0.25 -0.07 0.02 0.38
H 0.81110 -0.91973 4.63929 -0.14 -0.17 -0.04 0.36
H 3.60920 2.05207 3.76339 -0.10 0.20 0.19 0.32
H 4.04610 1.73377 2.10019 0.10 0.11 -0.28 0.31
H 4.63120 0.68817 3.37179 0.16 -0.23 0.10 0.43
H 1.88740 -2.17183 1.99309 -0.18 -0.11 -0.08 0.24
H 3.30970 -2.13253 3.02619 0.09 0.02 0.25 0.54
H 3.38700 -1.52133 1.37649 0.08 0.01 -0.07 0.11
Se -2.56770 -2.13243 -2.61411 0.04 0.00 -0.15 -0.29
C -4.19550 -1.29063 -2.11361 0.11 -0.15 0.09 0.21
C -5.24780 -1.19013 -3.01561 0.22 -0.10 -0.01 -0.66
C -6.43380 -0.59843 -2.62461 -0.23 0.05 -0.03 -0.48
C -6.57270 -0.09543 -1.34141 -0.19 0.06 0.01 -0.54
C -5.51850 -0.19023 -0.44671 -0.11 0.04 0.18 -0.57
C -4.33440 -0.78913 -0.82641 0.01 -0.06 0.14 -0.02
H -5.11400 -1.57703 -4.01741 -0.07 0.02 -0.04 0.38
H -7.25760 -0.52633 -3.32271 -0.02 0.02 -0.05 0.35
H -7.50240 0.37227 -1.04351 -0.01 0.02 0.02 0.36
H -5.62620 0.19807 0.55789 0.02 0.06 0.04 0.41
H -3.49750 -0.85993 -0.13821 -0.28 0.06 -0.10 0.07
N -2.74040 5.47907 -2.17861 -0.03 0.59 0.11 -0.65
C -2.70900 4.32397 -2.23041 0.24 0.84 0.23 0.54
N -2.71760 3.05547 -2.40501 -0.53 -0.68 -1.24 -0.78
C -2.33370 2.07487 -1.73431 0.07 -0.66 1.09 0.47
N -2.07280 1.11567 -1.10601 0.06 0.06 -0.30 -0.32
```
Forces are in eV/Å.

Values from the calculation:
energy	-5080.873648	a.u.
lowest unoccupied orbital energy (alpha / beta)	0.0900 / 0.0466	Ha
gap between HOMO and LUMO (alpha / beta)	7.045 / 6.102	eV
net charge	-1
<S²>	2.01
spin multiplicity	3

# 2
A structure of composition C30H44BCl5N2P2Zn, computed with ωB97M-V/def2-TZVPD.

```
85
Properties=species:S:1:pos:R:3:forces:R:3:mulliken_charge:R:1
Zn 0.50271 0.74593 -0.06445 0.28 0.20 0.23 2.21
C -2.60623 0.47235 3.77986 0.05 0.00 0.04 -2.06
C -1.97521 0.44090 2.38858 -0.02 0.05 -0.01 2.05
C -2.66682 -0.66030 1.57791 -0.01 -0.02 -0.01 -1.61
C -2.22026 1.78497 1.68682 -0.01 -0.03 0.01 -1.54
P -0.14084 0.07732 2.30611 -0.24 -0.11 -0.07 -0.33
C -0.00563 -1.74970 2.70727 -0.03 0.06 -0.04 -1.53
N 0.09531 -2.51524 1.47921 -0.04 -0.24 0.08 0.35
B 0.96479 -2.21584 0.39859 0.32 0.11 0.05 -0.32
N 0.44850 -2.80449 -0.78900 -0.14 0.03 -0.03 0.25
C 0.62693 -2.32440 -2.14797 -0.07 -0.09 -0.07 -0.76
P 0.54463 -0.45486 -2.26052 0.01 -0.16 0.05 -0.16
C -1.06915 -0.18079 -3.17269 0.00 0.02 0.00 1.61
C -2.16383 -0.49501 -2.14480 -0.03 0.02 -0.01 -1.70
C -1.19497 1.29597 -3.55485 0.01 0.06 -0.01 -1.74
C -1.30323 -1.04336 -4.41941 -0.02 -0.02 -0.01 -1.70
C 2.00495 0.09541 -3.30075 0.02 0.04 0.00 2.18
C 2.22656 1.59646 -3.06020 -0.03 0.05 -0.02 -1.96
C 1.81980 -0.16975 -4.79591 0.01 -0.03 -0.02 -1.92
C 3.26956 -0.64259 -2.84389 0.01 -0.02 0.00 -1.82
C -0.67481 -3.55368 -0.39785 -0.03 0.11 -0.04 0.45
C -1.52273 -4.34647 -1.14992 0.00 -0.04 0.00 -0.48
C -2.57905 -4.98098 -0.50263 0.01 0.01 0.00 -0.82
C -2.77247 -4.82979 0.86498 0.01 0.01 0.02 -0.87
C -1.92128 -4.03390 1.62538 0.03 -0.05 0.00 -0.49
C -0.87850 -3.39081 0.98382 -0.05 0.13 -0.02 0.64
C 0.79718 0.87837 3.70910 0.07 0.01 -0.02 2.33
C 0.57142 2.39389 3.67918 0.02 0.00 -0.01 -1.77
C 0.41519 0.32389 5.08772 0.07 -0.01 0.01 -1.73
C 2.29036 0.59928 3.46474 -0.06 0.05 0.01 -1.52
H -3.69293 0.52277 3.66783 0.01 0.00 0.00 0.48
H -2.29587 1.34739 4.34961 0.01 -0.01 0.01 0.38
H -2.37608 -0.42231 4.36266 -0.01 0.00 -0.01 0.34
H -3.68392 -0.34164 1.33473 0.01 0.01 -0.01 0.67
H -2.73863 -1.59453 2.13396 -0.02 0.03 0.00 0.30
H -2.14873 -0.87636 0.64108 -0.02 0.01 -0.03 -0.26
H -3.28833 2.01604 1.73265 0.01 0.00 0.00 0.60
H -1.93114 1.76043 0.63358 0.00 -0.01 0.02 -0.12
H -1.67482 2.60950 2.14398 0.00 0.00 -0.01 0.20
H -0.87859 -2.06749 3.27735 0.03 -0.03 0.01 0.26
H 0.86877 -1.91145 3.33523 0.06 0.03 -0.01 0.44
H -0.20683 -2.69861 -2.73807 0.08 -0.07 0.01 -0.23
H 1.53488 -2.71407 -2.60619 0.07 0.08 0.06 0.42
H -2.10672 0.19316 -1.29983 -0.01 0.02 0.05 0.14
H -2.12397 -1.51975 -1.76561 0.04 -0.02 -0.01 0.10
H -3.14101 -0.35404 -2.61398 0.00 -0.01 0.02 0.77
H -1.06023 1.95226 -2.69358 0.00 0.02 0.02 0.14
H -2.19699 1.46827 -3.95748 0.00 0.01 0.02 0.55
H -0.47784 1.59149 -4.32067 -0.05 -0.03 0.01 0.26
H -1.11445 -2.10749 -4.26701 -0.05 0.05 -0.01 0.27
H -0.71165 -0.71581 -5.26871 0.03 0.00 -0.01 0.35
H -2.35555 -0.94764 -4.69977 0.02 0.01 -0.01 0.51
H 1.34408 2.20042 -3.27518 0.03 -0.02 0.00 0.27
H 3.03299 1.93379 -3.71701 -0.02 -0.01 -0.01 0.59
H 2.52273 1.80156 -2.03134 0.01 -0.04 0.00 0.40
H 1.03826 0.44761 -5.23556 0.02 -0.02 0.01 0.31
H 1.60547 -1.21985 -5.01023 -0.01 0.02 0.00 0.34
H 2.75586 0.08515 -5.29976 -0.01 -0.01 0.00 0.54
H 3.43019 -0.57710 -1.77099 -0.01 0.05 0.00 0.22
H 4.12435 -0.16772 -3.33111 -0.01 -0.01 -0.01 0.55
H 3.26762 -1.69323 -3.14010 0.01 0.02 0.02 0.41
H -1.36561 -4.49170 -2.21171 0.00 0.02 0.01 0.47
H -3.24940 -5.61017 -1.07275 0.00 0.00 0.00 0.41
H -3.59251 -5.34280 1.34968 0.01 0.00 0.00 0.42
H -2.07405 -3.92821 2.69250 0.00 0.00 -0.02 0.49
H -0.44728 2.65982 3.96654 0.01 0.00 -0.02 0.30
H 0.79573 2.81275 2.69655 -0.01 0.01 0.01 0.33
H 1.24914 2.85860 4.39988 -0.01 -0.01 0.00 0.54
H -0.57318 0.63328 5.41352 -0.05 0.01 -0.01 0.31
H 1.13529 0.71499 5.81172 -0.02 0.00 -0.01 0.55
H 0.47371 -0.76537 5.13980 0.01 0.03 0.00 0.30
H 2.60715 0.97051 2.48558 0.03 -0.01 0.02 -0.06
H 2.53232 -0.46193 3.55415 -0.01 -0.02 -0.03 0.25
H 2.86033 1.12873 4.23276 0.00 0.00 0.00 0.59
Cl 2.43692 -1.24324 0.54414 -0.01 -0.30 0.02 -0.22
C 2.45428 2.32600 0.53745 -0.04 -0.15 -0.11 -0.16
C 1.16506 2.56479 0.03331 -0.29 0.32 -0.24 -0.47
C 0.73745 3.83155 -0.32176 -0.03 -0.01 0.12 1.41
Cl -0.89538 4.06090 -0.93185 0.01 0.00 -0.03 -0.23
C 1.57075 4.93607 -0.18412 0.10 0.03 0.03 0.00
Cl 1.03568 6.52364 -0.61899 0.00 -0.02 0.00 -0.22
C 2.86266 4.73547 0.31764 -0.10 -0.01 -0.03 0.21
Cl 3.92068 6.09680 0.49417 -0.01 -0.02 0.01 -0.21
C 3.25914 3.44338 0.66155 0.13 -0.04 0.07 -0.23
Cl 4.89734 3.23259 1.30535 -0.06 0.01 -0.03 -0.27
```
Forces are in eV/Å.

Values from the calculation:
energy	-6066.976648	a.u.
lowest unoccupied orbital energy	0.0077	Ha
gap between HOMO and LUMO	6.521	eV
net charge	0
spin multiplicity	1